[1]
# C24H47Br2N6O8S

4 unconnected molecules or ions with the total composition C24H47Br2N6O8S in a non-equilibrium geometry (wB97M-V/def2-TZVPD, OMol25).

Structure (ORCA input):
```
! RIJCOSX wB97M-V def2-TZVPD def2/J DEFGRID3
* xyz 1 1
C 0.98469 -1.33443 3.38847
C 2.27699 -0.66088 3.09126
O 2.96350 -0.11953 3.87429
O 2.68567 -0.66396 1.75252
C 2.12385 0.34895 0.97204
N 1.00893 -0.15670 0.17701
C -0.19897 0.31148 0.19049
N -0.68541 1.33097 0.92114
C -2.18934 1.27377 0.84065
C -2.73707 2.51675 0.13702
S -3.38214 3.76554 1.26224
O -2.38097 4.77950 1.38654
O -4.71567 4.09117 0.85532
C -2.42515 -0.13770 0.18960
C -3.59073 -0.29193 -0.79707
C -5.00694 -0.55474 -0.26706
C -5.83312 0.65088 0.22164
C -5.66598 0.96684 1.69754
C -7.33579 0.35088 -0.03256
C -2.38516 -1.27652 1.23232
Br -2.78526 -0.86886 3.03648
C -2.06261 -2.53188 0.89988
C -1.67516 -2.95820 -0.48110
Br -2.00882 -3.91029 2.17173
N -1.17772 -0.27118 -0.62442
O -1.19311 0.58286 -1.75191
H 0.41831 -1.59180 2.49761
H 1.17298 -2.25354 3.93985
H 0.38015 -0.68534 4.01672
H 1.80429 1.21178 1.55397
H 2.90024 0.67760 0.28457
H 1.17354 -0.92971 -0.46535
H -0.25636 2.24130 0.79799
H -2.47581 1.33111 1.88195
H -1.96409 3.05166 -0.41004
H -3.56667 2.31662 -0.52846
H -3.47872 3.06856 2.42472
H -3.32552 -1.11980 -1.45145
H -3.65747 0.57891 -1.44420
H -5.55214 -0.96240 -1.11776
H -5.01944 -1.33252 0.49984
H -5.58803 1.53091 -0.37383
H -6.25322 1.85239 1.93784
H -4.64154 1.18618 1.99323
H -6.02998 0.15137 2.32110
H -7.69489 0.84843 -0.92760
H -7.48395 -0.72420 -0.12702
H -7.93722 0.65200 0.82188
H -2.56063 -3.03964 -1.11056
H -0.91184 -2.33628 -0.92348
H -1.26291 -3.96008 -0.42404
H -1.12341 -0.02652 -2.50138
C 2.71912 4.96335 3.17202
O 2.56932 4.52364 2.04367
N 3.20689 4.24260 4.19569
C 3.34177 4.77287 5.53780
C 3.59910 2.87485 3.91046
H 2.44351 5.99356 3.44854
H 4.38444 4.74576 5.85791
H 2.74520 4.19020 6.24187
H 2.99758 5.80437 5.55893
H 4.38600 2.85968 3.15595
H 2.74680 2.32202 3.52096
H 3.95408 2.39216 4.81582
C 1.49535 -3.12813 -3.20576
O 0.77748 -2.36673 -2.54890
N 1.48392 -4.46018 -3.08912
C 2.36020 -5.29213 -3.89896
C 0.58737 -5.08718 -2.13191
H 2.21184 -2.77385 -3.95736
H 1.77280 -5.97706 -4.51167
H 3.02526 -5.87491 -3.25996
H 2.95996 -4.65876 -4.54890
H -0.44454 -4.83179 -2.37358
H 0.81305 -4.70988 -1.13315
H 0.71363 -6.16535 -2.15112
C 5.03394 -1.57922 -4.44031
O 4.00155 -2.05646 -4.88604
N 5.27729 -0.26538 -4.34611
C 6.52528 0.25488 -3.81896
C 4.25259 0.66337 -4.79781
H 5.86656 -2.20557 -4.08278
H 6.34045 0.87589 -2.94084
H 7.03555 0.85747 -4.57125
H 7.17469 -0.56941 -3.53374
H 3.33158 0.51576 -4.23253
H 4.02928 0.49896 -5.85138
H 4.60689 1.68083 -4.65760
*
```

- F_max (Eh/bohr) = 0.02647
- LUMO (eV) = -3.18
- orbital gap (eV) = 8.1138

---

[2]
# C3H5IN

2 unconnected molecules or ions with the total composition C3H5IN in a non-equilibrium geometry (wB97M-V/def2-TZVPD, OMol25).

Structure (ORCA input):
```
! RIJCOSX wB97M-V def2-TZVPD def2/J DEFGRID3
* xyz 1 1
C 0.53746 -2.10174 0.24540
C 0.03445 -1.10448 -0.21310
C -0.55987 0.13578 -0.43064
N 0.19056 1.17646 0.31916
I -2.66430 0.34956 -0.06101
H 1.13434 -2.97948 0.24909
H 0.06818 0.36365 -2.01354
H 0.56053 0.68772 1.24171
H -0.47996 2.02500 0.65866
H 1.17861 1.44754 0.00427
*
```

- relative energy (zero: lowest compared OMol25 entry of this formula, charge and spin) (eV) = 2.7186
- F_max (Eh/bohr) = 0.09768
- LUMO (eV) = -5.00
- orbital gap (eV) = 9.1580